Entry from the OMol25 dataset: 2 unconnected molecules or ions with the total composition C16H14O3S in a non-equilibrium geometry (wB97M-V/def2-TZVPD).

Calculated values
Orbital gap in eV: 8.1
Relative energy (zero: lowest compared OMol25 entry of this formula, charge and spin) in kJ/mol: 158.07
DFT total energy in eV: -33794.9504

Structure (XYZ):
```
34
Properties=species:S:1:pos:R:3:mulliken_charge:R:1
S 6.8735 -4.8195 5.5266 0.48
O -3.4168 -0.5085 -2.9299 -0.62
O 6.6189 -4.8809 4.0238 -0.60
O -1.2017 4.3472 -3.4287 -0.63
C 0.2170 2.4667 -1.9769 -0.67
C -3.2058 3.1772 -3.2081 0.29
C 0.9085 1.4749 -1.2634 -0.58
C -5.9397 2.9112 -2.9979 -0.38
C -0.8430 -0.2190 -1.9218 -0.85
C -5.4186 4.1381 -3.1534 -0.45
C -5.1570 1.8011 -2.7402 -0.78
C 0.3719 0.1402 -1.2683 -0.30
C -4.0339 4.3169 -3.2968 -0.48
C -1.5257 0.8845 -2.4972 0.43
C -3.7927 1.8671 -2.9872 0.51
C 5.5437 -3.6663 5.9833 -0.90
C -2.9507 0.6154 -2.8357 0.41
C 6.1776 -6.3666 6.3447 -0.92
C -1.7497 3.3102 -3.0757 0.42
C -1.0169 2.1621 -2.5197 0.42
H 5.5815 -2.6050 5.7380 0.33
H 0.5803 3.4754 -1.8469 0.39
H 0.9675 -0.5889 -0.7390 0.37
H 5.2360 -6.7499 5.9515 0.32
H 6.7838 -7.2704 6.4045 0.34
H -6.9972 2.7269 -3.1164 0.38
H 4.7011 -4.0458 5.4051 0.30
H 6.0616 -6.1107 7.3978 0.32
H 5.2805 -3.6579 7.0410 0.34
H -5.5729 0.8118 -2.6193 0.40
H -1.2662 -1.2125 -1.9405 0.49
H -3.5669 5.2751 -3.4703 0.46
H 1.7935 1.7854 -0.7278 0.41
H -6.0411 5.0148 -3.2551 0.36
```

***

Entry from the OMol25 dataset: 2 unconnected molecules or ions with the total composition C10H16O in a non-equilibrium geometry (wB97M-V/def2-TZVPD).

Calculated values
Orbital gap in eV: 9.1
Relative energy (zero: lowest compared OMol25 entry of this formula, charge and spin) in kJ/mol: 205.94
DFT total energy in eV: -12675.5905
SMILES string: Cc1ccc(O)cc1.CCC

Structure (XYZ):
```
27
Properties=species:S:1:pos:R:3:mulliken_charge:R:1
O -0.5932 -1.4790 2.3235 -0.63
C -2.3744 -0.2602 -2.7975 -1.40
C -2.1906 -0.4725 0.9484 -0.51
C -1.8716 -0.4035 -1.3702 0.96
C -2.7434 -0.1651 -0.3322 -0.63
C 2.1157 0.9068 2.1062 -1.16
C -0.9794 -1.1428 1.0579 0.41
C -0.5808 -0.9382 -1.2182 -0.58
C 2.4296 0.5685 0.6344 0.89
C 2.0118 1.6828 -0.3327 -1.18
C -0.1340 -1.3758 0.0029 -0.44
H -1.4802 -0.0866 -3.4298 0.34
H 0.9933 -1.6132 0.0768 0.51
H 3.4604 0.2010 0.5257 0.43
H 0.2854 -1.8241 2.5004 0.32
H 3.0956 1.1135 2.5485 0.36
H -3.6921 0.3539 -0.3271 0.39
H 1.9489 -0.4135 0.3515 -0.70
H 1.9982 2.6652 0.1701 0.38
H -3.1462 0.4999 -3.0144 0.36
H 1.5103 1.8192 2.1548 0.31
H 1.7425 0.0878 2.7450 0.23
H 2.6085 1.7026 -1.2281 0.32
H 1.0058 1.4996 -0.7379 0.19
H -0.0077 -1.1875 -2.1779 0.19
H -2.6739 -1.2999 -3.0914 0.29
H -2.7385 -0.4391 1.9112 0.34
```

***

Entry from the OMol25 dataset: a molecular structure, C19H16IN2O5Pd (wB97M-V/def2-TZVPD).

Calculated values
Charge: +1
Orbital gap in eV: 6.8
Relative energy (zero: lowest compared OMol25 entry of this formula, charge and spin) in kJ/mol: 0.00
DFT total energy in eV: -44756.2778

Structure (XYZ):
```
44
Properties=species:S:1:pos:R:3:mulliken_charge:R:1
I -3.6025 -3.7196 1.1510 0.10
Pd -0.3062 0.5416 -0.3395 0.08
O 0.8568 -2.7717 3.1452 -0.45
O -2.1373 -0.2928 0.0281 -0.67
O 1.3442 1.8388 -0.6776 -0.48
O -0.3061 -1.6672 1.5779 -0.35
O 3.4240 2.4743 -0.7887 -0.44
N -2.2515 -1.9666 -1.4891 -0.20
N 1.7774 -0.0552 1.0927 -0.06
C 4.1738 -0.3490 2.4361 -0.72
C 0.2342 -0.7624 -5.5947 -0.67
C -0.5976 0.3201 -5.6467 -0.79
C -3.9286 -1.8054 0.2646 -1.23
C 1.9229 -0.9979 2.0096 0.54
C -0.5309 0.5259 -3.2129 1.53
C 0.3498 -0.5879 -3.1940 -0.26
C 4.0281 0.6269 1.4611 -0.69
C -2.2478 2.7432 -3.3667 -0.74
C 2.4816 1.7117 -0.2720 0.36
C -1.0017 0.9922 -4.4685 0.61
C -2.6841 -1.3118 -0.4180 0.92
C -0.9674 1.1984 -2.0375 -0.28
C 0.7002 -1.8362 2.2111 -0.11
C 0.7157 -1.2188 -4.3519 -0.79
C -1.8634 2.1165 -4.5143 -0.80
C -1.8009 2.2714 -2.1112 -0.28
C 2.8091 0.7269 0.8070 1.08
C 3.1070 -1.1877 2.7120 -0.44
H 0.5330 -1.2663 -6.5040 0.41
H 1.3891 -2.0657 -4.3151 0.43
H 5.1083 -0.4531 2.9696 0.45
H 4.3026 2.2745 -0.4413 0.31
H 0.0289 -3.2715 3.2222 0.38
H -1.4599 -1.6222 -2.0162 0.07
H 4.8567 1.2905 1.2487 0.22
H -2.2096 2.4683 -5.4781 0.42
H -4.2025 -1.1108 1.0486 0.41
H -2.7101 -2.8070 -1.7986 0.25
H -0.9640 0.6845 -6.5987 0.41
H -2.9037 3.6027 -3.4043 0.41
H -4.7439 -1.9211 -0.4441 0.47
H 0.7512 -0.9358 -2.2460 0.56
H 3.1798 -1.9688 3.4544 0.52
H -2.1324 2.7715 -1.2090 0.49
```

***

Entry from the OMol25 dataset: a molecular structure, C5H7N in a non-equilibrium geometry (wB97M-V/def2-TZVPD).

Calculated values
Orbital gap (alpha / beta) in eV: 8.8 / 8.8
Relative energy (zero: lowest compared OMol25 entry of this formula, charge and spin) in kJ/mol: 472.33
DFT total energy in eV: -6783.6172

Structure (XYZ):
```
13
Properties=species:S:1:pos:R:3:mulliken_charge:R:1
N -1.5736 0.1508 -0.5472 -0.64
C 0.5298 1.1456 -0.5992 -0.35
C 0.4947 -1.1320 0.1092 -0.70
C -0.3266 1.0412 0.5498 -0.41
C -0.7562 -0.3599 0.5277 0.04
C 1.2689 0.0255 -0.4949 -0.27
H -1.2892 -0.7357 1.4086 0.41
H 0.6611 2.0257 -1.2209 0.38
H -0.1846 1.7501 1.3825 0.36
H 2.2932 -0.0290 -0.8215 0.40
H -2.4300 -0.4184 -0.6327 0.19
H 0.9657 -1.6244 0.9650 0.31
H 0.2963 -1.8819 -0.6722 0.28
```

***

Entry from the OMol25 dataset: a molecular structure, C29H30F3N4O3S2Zr in a non-equilibrium geometry (wB97M-V/def2-TZVPD).

Calculated values
Charge: +1
Orbital gap in eV: 7.8
Relative energy (zero: lowest compared OMol25 entry of this formula, charge and spin) in kJ/mol: 354.24
DFT total energy in eV: -73763.0237

Structure (XYZ):
```
72
Properties=species:S:1:pos:R:3:mulliken_charge:R:1
Zr -1.1357 0.2300 0.2459 -0.35
S 0.5565 1.9710 -0.9635 2.13
S -3.3613 0.6173 1.4153 -0.28
F -3.2062 3.0441 -2.2345 -0.29
F -3.1975 1.0635 -1.3234 -0.13
F -4.7867 2.4727 -0.8902 -0.28
O -0.6891 1.2739 -1.4470 -0.48
O 0.5475 3.3828 -1.1039 -0.66
O 0.5977 1.5052 0.4674 -0.59
N -0.9330 0.3535 2.9125 1.53
N -1.5002 -1.4783 -1.1971 1.52
N 0.0286 -1.2726 1.0606 0.78
N -1.4037 2.5955 2.1572 0.97
C -3.4730 2.4124 -1.0933 0.49
C 0.4916 0.0735 2.9876 0.58
C -1.8173 3.9590 2.5045 -0.37
C 0.7858 -4.4426 -1.5973 -1.06
C 4.0514 -1.1895 -4.6592 -1.55
C 0.9612 -0.8342 2.0215 0.48
C 3.2743 -0.3608 -3.6780 0.78
C -2.6856 2.9539 0.0676 0.58
C 2.3201 -1.1571 2.0603 -0.99
C -0.1262 -3.4446 -1.9035 -0.35
C -1.7321 -1.2083 -2.6327 -1.28
C 2.6506 0.1749 4.0399 -1.19
C 2.1067 1.6945 -3.1548 -1.02
C 1.3556 -4.4704 -0.3351 -0.82
C 1.8019 1.1725 -1.9062 -0.10
C -2.2968 2.0137 1.0611 -0.59
C 1.0991 -3.4606 0.5753 -0.85
C 2.2263 -0.0895 -1.5201 -0.23
C -2.2119 4.7714 1.5180 -0.73
C 3.1455 -0.6670 3.0606 -1.07
C 2.9695 -0.8478 -2.4074 -0.74
C -0.4066 -2.4404 -0.9908 0.34
C -2.7221 -2.0848 -0.5925 -1.13
C 2.8488 0.9222 -4.0295 -0.63
C -1.3625 1.6779 3.3341 -1.60
C 0.2748 -2.3790 0.2434 -0.07
C 1.3144 0.5444 3.9940 -0.37
C -1.6115 -0.7080 3.6891 -1.36
C -2.4958 4.2930 0.1935 -0.64
H -0.4582 2.6342 1.7592 0.46
H -2.7215 4.9734 -0.6133 0.55
H 1.0073 -5.2133 -2.3222 0.50
H -2.3789 1.6234 3.7114 0.47
H -1.3224 -1.6707 3.2737 0.26
H -0.7890 -0.9431 -3.1062 0.39
H 3.2888 0.5358 4.8341 0.42
H 3.0952 1.3139 -5.0084 0.44
H 4.0533 -2.2401 -4.3748 0.37
H 2.0073 -5.2869 -0.0524 0.44
H -0.6191 -3.4714 -2.8644 0.38
H 4.1876 -0.9584 3.0726 0.44
H -2.4269 -0.3847 -2.7542 0.07
H 1.7588 2.6843 -3.4227 0.49
H -2.6888 -0.5999 3.6143 0.50
H -0.7197 2.1426 4.0800 0.32
H -2.5458 -2.2876 0.4647 0.31
H 5.0868 -0.8469 -4.7082 0.34
H -2.9624 -3.0303 -1.0846 0.42
H -1.3099 -0.6715 4.7391 0.36
H -2.1605 -2.0802 -3.1284 0.54
H -2.4262 5.8069 1.7468 0.45
H 3.3090 -1.8321 -2.1082 0.44
H 0.9315 1.1987 4.7672 0.44
H 2.7529 -1.7817 1.2929 0.48
H 1.5294 -3.5105 1.5647 0.67
H -1.7913 4.2161 3.5529 0.48
H 3.6298 -1.0955 -5.6595 0.39
H -3.5697 -1.4089 -0.6894 0.35
H 1.9993 -0.4523 -0.5259 0.48
```

***

Which of these has the lowest relative energy (zero: lowest compared OMol25 entry of this formula, charge and spin)? C19H16IN2O5Pd